Entry 1:
{
  "formula": "C5H6LiO5",
  "method": "ωB97M-V with the def2-TZVPD basis set",
  "charge": -1,
  "orbital_gap_ev": 8.0,
  "relative_energy_kj_mol": 49.5,
  "species": ["O", "O", "O", "O", "O", "C", "C", "C", "C", "C", "Li", "H", "H", "H", "H", "H", "H"],
  "coordinates": [[-1.1899, 0.5828, -3.6352], [0.6913, 1.8439, 1.5079], [-0.5184, 2.2339, -2.2181], [-0.0022, 0.1770, -1.8044], [0.2153, -0.4639, 0.7839], [-0.6955, 1.0575, -2.6160], [1.2819, 0.3714, 3.3439], [-0.6931, -1.1579, -0.0046], [-0.2541, -1.1656, -1.4689], [0.7763, 0.8379, 2.1997], [0.1761, 1.5681, -0.3890], [1.3002, 1.0368, 4.2077], [-0.7653, -2.2167, 0.3160], [-1.7128, -0.7259, 0.0535], [-0.9925, -1.6719, -2.1078], [0.7210, -1.6604, -1.5793], [1.6616, -0.6471, 3.4106]],
  "atomic_forces_ev_per_a": [[-0.676, 0.356, 0.196], [-0.441, -1.576, 1.200], [-0.314, 0.205, 0.637], [0.896, 0.294, 1.184], [0.854, 0.565, -0.116], [0.344, -0.495, -1.771], [-0.269, -1.116, -0.251], [0.130, -0.398, 0.907], [0.016, -0.059, 0.116], [0.294, 2.383, -1.574], [-0.010, -0.526, -0.065], [0.147, -0.069, -0.481], [-0.220, -0.008, -0.060], [0.018, -0.084, -0.115], [0.082, 0.394, -0.059], [-0.273, -0.146, 0.147], [-0.577, 0.280, 0.102]],
  "mulliken_charge": [-0.707, -0.725, -0.806, -0.395, -0.765, 0.798, -0.918, -0.587, -0.406, 0.949, 0.891, 0.262, 0.301, 0.264, 0.330, 0.256, 0.258]
}



Entry 2:
{
  "formula": "C6H7N2O2P",
  "method": "ωB97M-V with the def2-TZVPD basis set",
  "orbital_gap_ev": 7.4,
  "relative_energy_kj_mol": 183.6,
  "species": ["P", "O", "O", "N", "N", "C", "C", "C", "C", "C", "C", "H", "H", "H", "H", "H", "H", "H"],
  "coordinates": [[1.1978, -1.5255, -0.8769], [-3.9974, 0.9049, 0.1021], [0.7543, 2.0872, -0.0940], [1.9231, 0.2023, 0.3445], [-2.0590, -0.3693, 0.1330], [0.3617, 1.7699, -1.4136], [-0.2237, -1.8266, 0.2000], [-1.4136, -1.4410, 0.6993], [0.8585, -2.7934, 0.2709], [1.4393, 1.3547, 0.6639], [-3.0312, 0.2503, 0.1083], [0.1816, 2.7246, -1.7206], [2.5677, -0.1891, 1.0365], [1.8047, 1.9329, 1.5947], [-0.5804, 1.1621, -1.6178], [1.0919, 1.2190, -1.8364], [-2.0439, -1.9408, 1.4708], [1.1685, -3.5220, 0.9353]],
  "atomic_forces_ev_per_a": [[-0.771, -1.821, 1.179], [-1.083, 0.911, -0.308], [-2.333, 1.436, 0.280], [-0.162, 0.491, 0.586], [2.690, -0.726, -0.693], [-2.946, -1.373, 1.168], [0.993, -1.466, 0.746], [0.383, -1.146, 0.387], [-1.654, 3.978, -2.307], [3.403, -1.210, 2.143], [-2.441, 1.295, 0.430], [-0.222, 2.265, -1.994], [-0.432, 0.291, -0.141], [-0.886, -1.057, -1.254], [0.886, 0.658, 1.349], [2.780, -1.265, -1.912], [1.068, 0.009, -0.636], [0.727, -1.268, 0.975]],
  "mulliken_charge": [-0.100, -0.532, -0.287, -0.526, -0.093, -0.832, 0.188, -0.184, -0.827, 0.295, 0.500, 0.317, 0.262, 0.303, 0.201, 0.497, 0.369, 0.448]
}



Entry 3:
{
  "formula": "C4H6N2O",
  "method": "ωB97M-V with the def2-TZVPD basis set",
  "orbital_gap_ev": [9.3, 9.3],
  "relative_energy_kj_mol": 644.2,
  "species": ["O", "N", "N", "C", "C", "C", "C", "H", "H", "H", "H", "H", "H"],
  "coordinates": [[-1.5506, -0.3138, -0.6647], [0.4149, 0.8916, -0.7943], [1.4818, 1.4369, -0.4413], [-2.0966, 0.5532, 0.3392], [1.4429, -2.1428, 0.4757], [2.3247, -1.3372, 0.3279], [-0.3242, -0.0515, -1.0653], [0.6747, -2.8716, 0.6115], [-2.1636, 1.5714, -0.0577], [3.0552, -0.5737, 0.1705], [1.5940, 2.2901, -1.0015], [-3.0916, 0.1695, 0.5663], [-1.4674, 0.5411, 1.2337]],
  "atomic_forces_ev_per_a": [[0.113, -0.070, -0.134], [-0.102, -0.295, -0.094], [-0.269, 0.005, -0.162], [-0.087, 0.174, 0.190], [0.460, 0.324, -0.035], [-0.432, -0.376, 0.080], [0.252, 0.407, 0.112], [0.122, 0.106, -0.037], [0.009, -0.115, 0.064], [-0.112, -0.157, 0.069], [-0.040, -0.059, 0.072], [0.154, 0.070, -0.015], [-0.070, -0.013, -0.110]],
  "mulliken_charge": [-0.262, 0.486, -0.804, -0.631, -0.468, -0.281, 0.165, 0.383, 0.283, 0.369, 0.228, 0.231, 0.301]
}



Entry 4:
{
  "formula": "C8H17ClN2Si",
  "method": "ωB97M-V with the def2-TZVPD basis set",
  "orbital_gap_ev": [5.9, 6.8],
  "relative_energy_kj_mol": 261.3,
  "species": ["Cl", "Si", "N", "N", "C", "C", "C", "C", "C", "C", "C", "C", "H", "H", "H", "H", "H", "H", "H", "H", "H", "H", "H", "H", "H", "H", "H", "H", "H"],
  "coordinates": [[2.2101, 3.6144, -1.9628], [0.4446, 3.0054, -1.0464], [-1.8460, -0.7678, -0.0548], [0.7679, 1.6240, 0.1389], [-3.2312, -2.7182, -0.1011], [-0.1453, 0.7206, 0.4837], [3.2250, 1.4223, 0.4425], [1.8006, 1.2001, 2.4611], [-0.9030, -0.0230, -0.4210], [1.8571, 1.9073, 1.1090], [-2.4112, -1.7282, -0.9584], [-1.4093, -2.5591, -1.7329], [-0.5962, 0.0573, -1.4317], [-3.8776, -2.3121, 0.6110], [-0.5808, -2.0071, -2.1244], [3.0314, 0.5963, -0.1831], [-0.1333, 2.2985, -2.0500], [2.5073, 1.7249, 3.0647], [-0.8863, -3.4692, -1.0957], [-3.1387, -1.3150, -1.6642], [1.6460, 3.0026, 1.3057], [3.7139, 2.2202, -0.0985], [-3.9153, -3.2443, -0.8687], [1.9911, 0.1257, 2.3847], [-0.3574, 0.5421, 1.5822], [-1.8933, -3.0257, -2.5589], [-2.5116, -3.3380, 0.4860], [0.8498, 1.3193, 2.9639], [3.7917, 1.1269, 1.3192]],
  "atomic_forces_ev_per_a": [[0.495, -0.054, -0.150], [0.657, 1.570, 2.399], [-0.403, -0.316, 1.020], [-0.624, -0.878, 0.306], [0.316, -1.372, -2.119], [0.951, 1.143, 2.393], [-1.153, 2.093, 1.812], [-1.146, -0.049, -0.582], [-0.381, 0.177, -1.019], [0.013, 0.489, -0.126], [-0.885, -1.210, 0.925], [1.674, -2.154, 1.561], [0.460, -0.028, -1.342], [-0.978, 1.280, 0.958], [0.441, 0.537, -0.306], [-0.229, -0.980, -0.716], [-1.501, -1.788, -2.327], [0.759, -0.055, 0.530], [-1.482, 2.363, -1.274], [0.284, 0.633, -0.019], [1.390, -0.922, -0.232], [0.154, -0.011, -0.144], [1.264, -0.062, 1.479], [0.247, 0.196, 0.073], [0.490, -0.010, -1.456], [-0.396, -0.495, -0.654], [-0.734, -0.076, -0.783], [-0.309, 0.112, 0.134], [0.627, -0.134, -0.341]],
  "mulliken_charge": [-0.275, 0.045, -0.511, 0.311, -1.345, 0.160, -1.307, -1.958, -0.496, 0.359, 0.419, -1.211, 0.462, 0.394, 0.380, 0.357, -0.151, 0.486, 0.220, 0.257, 0.397, 0.343, 0.312, 0.404, 0.258, 0.388, 0.321, 0.551, 0.433]
}



Entry 5:
{
  "formula": "C19H25N3O3",
  "method": "ωB97M-V with the def2-TZVPD basis set",
  "smiles": "CC(C)(COc1nccc2ccccc12)NC(=O)[C@H]1CNCCOC1",
  "orbital_gap_ev": 8.3,
  "relative_energy_kj_mol": 608.5,
  "species": ["O", "O", "O", "N", "N", "N", "C", "C", "C", "C", "C", "C", "C", "C", "C", "C", "C", "C", "C", "C", "C", "C", "C", "C", "C", "H", "H", "H", "H", "H", "H", "H", "H", "H", "H", "H", "H", "H", "H", "H", "H", "H", "H", "H", "H", "H", "H", "H", "H", "H"],
  "coordinates": [[0.2361, 1.4748, 2.3352], [-0.9147, -1.1935, 5.4590], [-0.8162, 1.0353, -2.3262], [-1.6136, 0.6185, 1.1895], [-0.6848, -0.9969, -3.5849], [0.0212, -2.9610, 3.3867], [0.2606, -1.8043, 2.6616], [-0.5199, -0.2605, 4.5056], [-0.2992, 0.2968, -3.3294], [1.1219, -1.1575, -5.1467], [2.4929, 2.6303, -3.9856], [1.6336, 0.1222, -4.8477], [-0.0119, -1.6186, -4.5044], [-0.7724, -0.7245, 3.0957], [-1.4432, 1.2872, -0.0822], [0.8698, 0.8173, -3.8823], [3.1941, 1.9201, -4.9847], [0.6554, -2.9543, 4.7199], [-0.0776, -2.2676, 5.9068], [-2.9543, 1.1121, -0.5176], [-0.5983, 0.5876, 2.2015], [-0.4257, 0.5336, -1.0396], [-1.1219, 2.7055, 0.1240], [1.2870, 2.0585, -3.5360], [2.7777, 0.6735, -5.4780], [-0.3369, -2.6329, -4.7588], [2.8056, 3.6235, -3.5522], [-0.7955, -0.5335, -1.1936], [-2.1607, -0.2166, 1.0588], [-3.0460, 1.3336, -1.6023], [0.5875, -0.0091, 4.6230], [1.8595, -1.8255, -5.8095], [-1.4796, 3.2821, -0.7721], [3.4650, 0.0264, -5.9844], [-1.0803, 0.6366, 4.7129], [1.3040, -1.5384, 2.8990], [0.0024, 2.8993, 0.1128], [-0.8009, -3.0332, 6.2754], [-3.5892, 1.7415, 0.0993], [0.9203, -3.9434, 4.9738], [1.6569, -2.4771, 4.6524], [-1.7623, -1.0401, 2.8864], [0.0746, -1.9343, 1.5203], [-0.9876, -3.2577, 3.3723], [4.1694, 2.3752, -5.2639], [-3.3530, 0.1070, -0.5696], [0.6329, 0.6031, -0.7546], [0.6439, 2.7842, -2.9954], [-1.6753, 3.1458, 1.0328], [0.6488, -2.0509, 6.6967]],
  "atomic_forces_ev_per_a": [[-0.820, -1.394, -0.031], [-0.366, -0.907, 1.605], [0.127, 0.227, -0.515], [2.897, -0.532, 2.012], [-1.236, 4.465, 2.248], [-0.809, -2.603, 1.568], [-1.300, 1.789, -2.209], [1.820, -0.115, 0.409], [0.425, -3.381, -0.205], [2.269, -1.361, -1.159], [-1.535, -0.501, 0.262], [-0.801, -1.133, -0.595], [1.871, -2.016, -2.236], [2.731, 2.947, -1.224], [-1.750, -2.125, 0.186], [0.145, -0.223, -1.586], [1.362, -0.082, -0.054], [0.464, 1.272, -0.269], [-1.184, -1.139, -1.676], [0.887, 0.842, -2.817], [-1.115, -0.625, -0.872], [-3.489, -1.268, 0.201], [0.608, 3.089, -0.586], [1.566, 4.842, 0.719], [0.179, 1.547, 2.521], [-0.045, 0.254, 0.215], [-0.246, -1.271, -0.891], [0.967, 0.821, 1.284], [0.216, -0.228, 0.524], [-0.112, 0.711, 0.667], [-1.243, -0.107, -0.256], [-2.328, 1.245, 1.320], [0.148, -0.420, 0.686], [-0.036, -0.017, -0.786], [-0.188, 0.381, 0.132], [-0.467, 0.504, -0.675], [-1.520, -0.228, 0.648], [0.406, 0.770, 0.146], [0.035, 0.045, -0.076], [-0.053, -1.374, 0.583], [-0.589, -0.034, -0.512], [-0.999, -0.659, 0.284], [0.759, -0.116, 1.658], [1.569, 0.402, 0.337], [-0.753, -0.616, -0.231], [0.333, -0.627, 0.806], [-0.210, 0.294, -0.354], [0.394, -1.104, 0.137], [1.197, -0.729, -1.303], [-0.180, 0.492, -0.042]],
  "mulliken_charge": [-0.620, -0.432, -0.300, -0.220, -0.591, -0.256, -0.681, -0.695, 0.254, -0.592, -0.739, 1.080, -0.456, 0.431, 1.208, 0.855, -0.190, -0.753, -0.356, -1.787, 0.049, -0.809, -1.691, -0.238, -1.095, 0.388, 0.343, 0.485, 0.459, 0.330, 0.261, 0.174, 0.440, 0.299, 0.397, 0.279, 0.241, 0.294, 0.418, 0.465, 0.298, 0.369, 0.177, 0.278, 0.325, 0.554, 0.377, 0.310, 0.374, 0.290]
}



Entry 6:
{
  "formula": "C3H5NO2",
  "method": "ωB97M-V with the def2-TZVPD basis set",
  "orbital_gap_ev": 9.1,
  "relative_energy_kj_mol": 410.2,
  "species": ["O", "O", "N", "C", "C", "C", "H", "H", "H", "H", "H"],
  "coordinates": [[1.4380, 1.0776, 0.3303], [-0.7785, 1.6951, 1.0195], [-0.2241, -0.5306, 0.3595], [0.5917, -1.5590, -0.2683], [0.2828, 0.7544, 0.3192], [-0.9176, 1.9022, -0.2313], [1.6151, -1.4496, 0.0911], [0.5942, -1.4983, -1.3658], [-1.2140, -0.6002, 0.1770], [-1.6044, 2.7469, -0.4691], [0.2168, -2.5386, 0.0379]],
  "atomic_forces_ev_per_a": [[-0.495, -0.056, -0.062], [-0.040, 0.070, -0.255], [-0.098, 0.150, -0.072], [0.141, -0.132, -0.043], [0.513, -0.276, 0.117], [-0.168, 0.295, 0.285], [-0.115, -0.039, -0.074], [-0.008, 0.007, 0.177], [0.107, 0.029, 0.026], [0.123, -0.191, -0.046], [0.039, 0.144, -0.054]],
  "mulliken_charge": [-0.553, -0.246, -0.273, -0.832, 0.951, -0.460, 0.310, 0.283, 0.252, 0.265, 0.303]
}